1.
This record from the Open Molecules 2025 dataset describes a single C18H20ClN3O5 molecule in a non-equilibrium geometry. The level of theory is the ωB97M-V functional and the def2-TZVPD basis.

Cartesian coordinates (Å):
C1 -4.24689 -4.01644 -0.04399
O1 -4.89495 -2.97384 0.64876
C2 -4.76148 -1.70770 0.18515
C3 -4.06879 -1.34148 -0.96483
C4 -3.98606 -0.00833 -1.32243
C5 -4.58599 0.98966 -0.56659
O2 -4.47935 2.29952 -0.98103
C6 -3.65176 3.12992 -0.17997
C7 -2.23495 2.65597 -0.17224
C8 -1.65647 1.50709 0.29433
C9 -0.29243 1.65186 -0.06243
C10 0.79732 0.67463 0.18261
O3 0.57809 -0.46817 0.54196
N1 2.02508 1.16820 -0.05158
C11 3.22242 0.40766 0.20660
C12 3.76331 -0.23053 -1.08751
C13 4.62580 -1.46353 -0.83394
C14 5.92274 -1.16653 -0.08444
C15 5.68678 -0.61756 1.32640
N2 5.35399 0.78867 1.33004
C16 4.25466 1.35914 0.80490
O4 4.09913 2.56397 0.79050
N3 -0.10171 2.79375 -0.68060
O5 -1.29268 3.41361 -0.75718
C17 -5.30345 0.60884 0.57035
Cl1 -6.12137 1.79397 1.52746
C18 -5.38751 -0.71663 0.94371
H1 -3.16432 -3.86181 -0.07643
H2 -4.63330 -4.12184 -1.06245
H3 -4.46584 -4.92188 0.51935
H4 -3.58075 -2.07763 -1.58186
H5 -3.44452 0.28178 -2.20925
H6 -3.70297 4.11870 -0.63998
H7 -4.02816 3.18174 0.84989
H8 -2.10196 0.68556 0.81233
H9 2.14565 2.15217 -0.25587
H10 2.95456 -0.38385 0.91664
H11 2.90147 -0.52754 -1.68802
H12 4.32441 0.51677 -1.65288
H13 4.87516 -1.91551 -1.79620
H14 4.04259 -2.19365 -0.26826
H15 6.49829 -2.09030 -0.00362
H16 6.52005 -0.44719 -0.64831
H17 6.59325 -0.73538 1.92229
H18 4.88815 -1.18834 1.81201
H19 6.05187 1.43856 1.66209
H20 -5.93712 -1.00607 1.82455

Frontier orbital gap   9.34 eV
E_LUMO   0.726 eV

2.
This record from the Open Molecules 2025 dataset describes a molecular structure, C37H31N8OSSeSiY in a non-equilibrium geometry. The level of theory is the ωB97M-V functional and the def2-TZVPD basis.

Cartesian coordinates (Å):
Y1 0.02657 -0.29329 0.13778
C1 5.73704 0.84906 -2.85419
C2 5.54715 -0.44605 -3.36544
C3 4.58520 -1.28944 -2.84064
C4 3.80379 -0.80833 -1.79529
C5 2.70445 -1.40755 -1.03797
N1 2.23991 -0.47639 -0.15020
C6 3.02221 0.64440 -0.20540
N2 3.04346 1.61838 0.69518
C7 2.13445 1.70399 1.66250
C8 2.37851 2.29650 2.97047
C9 3.50600 2.87507 3.54079
C10 3.42576 3.26076 4.86732
C11 2.25588 3.06089 5.61668
C12 1.13877 2.46941 5.05234
C13 1.21420 2.09569 3.71656
C14 0.27447 1.40482 2.83675
N3 -0.97837 1.07198 3.18870
C15 -1.63242 0.06747 2.65706
N4 -1.07633 -0.97009 1.95914
C16 -2.03435 -1.91951 1.71447
N5 -1.84662 -3.08534 1.14610
C17 -0.69142 -3.39932 0.52140
N6 0.24214 -2.52802 0.09689
C18 1.23831 -3.19040 -0.57098
N7 2.30279 -2.66325 -1.17055
C19 0.91877 -4.61394 -0.55203
C20 1.58151 -5.73057 -1.05071
C21 0.99306 -6.96648 -0.85131
C22 -0.22685 -7.09511 -0.16602
C23 -0.88223 -5.98626 0.33666
C24 -0.29335 -4.74313 0.13185
C25 -3.31820 -1.44021 2.25514
C26 -4.59010 -1.98088 2.21421
C27 -5.61686 -1.23806 2.78081
C28 -5.37011 0.00731 3.36709
C29 -4.08946 0.54435 3.40283
C30 -3.07201 -0.20268 2.83822
N8 0.86325 1.19629 1.63680
C31 3.99232 0.47820 -1.28649
C32 4.96667 1.32444 -1.80824
H1 6.50275 1.48086 -3.28651
H2 6.17093 -0.78649 -4.18245
H3 4.43470 -2.28982 -3.22597
H4 4.41070 3.01446 2.96363
H5 4.28371 3.71948 5.34249
H6 2.23392 3.36847 6.65437
H7 0.23569 2.30157 5.62471
H8 2.52326 -5.62828 -1.57446
H9 1.48001 -7.85716 -1.22806
H10 -0.65642 -8.07947 -0.02887
H11 -1.81999 -6.07465 0.86966
H12 -4.77138 -2.94136 1.75011
H13 -6.62792 -1.62444 2.76476
H14 -6.19554 0.56346 3.79269
H15 -3.88843 1.51163 3.84510
H16 5.11425 2.31678 -1.40156
C33 -4.43751 3.44714 -0.46273
Si1 -2.90928 3.03897 -1.43228
C34 -3.36368 2.74041 -3.21409
C35 -1.70782 4.45057 -1.32520
Se1 -1.99139 1.20806 -0.60357
H17 -4.98440 4.29128 -0.89430
H18 -4.16720 3.69622 0.56638
H19 -5.10019 2.57889 -0.43565
H20 -4.02792 3.51832 -3.60297
H21 -3.86945 1.77654 -3.30401
H22 -2.46944 2.71804 -3.84461
H23 -2.16309 5.38479 -1.67160
H24 -0.81819 4.26081 -1.93141
H25 -1.38837 4.58558 -0.28938
C36 -0.51212 -0.31656 -4.65298
S1 0.76243 -0.23708 -3.41828
C37 0.84840 1.53345 -3.27073
O1 0.07006 -0.75326 -2.17098
H26 -1.39888 0.17473 -4.24959
H27 -0.71335 -1.36873 -4.84588
H28 -0.15629 0.16964 -5.56210
H29 1.28002 1.92619 -4.19218
H30 1.51699 1.75974 -2.43961
H31 -0.14748 1.92647 -3.07017

Frontier orbital gap (alpha / beta)   4.98 / 5.08 eV
E_LUMO (alpha / beta)   -1.356 / -1.283 eV

3.
This record from the Open Molecules 2025 dataset describes a molecular structure, C30H85AgO13 in a non-equilibrium geometry. The level of theory is the ωB97M-V functional and the def2-TZVPD basis.

Cartesian coordinates (Å):
Ag1 0.17420 -1.01438 -3.16374
C1 1.06577 1.64784 0.35898
C2 0.79976 0.28373 -0.33117
C3 -0.69838 -0.05093 -0.40563
O1 1.50777 -0.04295 -1.42027
H1 0.39485 2.37081 -0.15449
H2 2.09448 1.88518 0.00039
H3 0.94209 1.66869 1.40613
H4 1.26239 -0.50080 0.37229
H5 -1.17600 0.36884 0.51807
H6 -0.85750 -1.11760 -0.41719
H7 -1.05092 0.43071 -1.29716
C4 -3.43799 -0.84363 -3.30154
C5 -3.98814 -2.02533 -4.01760
C6 -5.50977 -2.23453 -3.98802
O2 -3.36433 -2.05009 -5.33171
H8 -2.42628 -0.66143 -3.64844
H9 -3.53057 -0.87559 -2.23575
H10 -3.96152 0.01711 -3.71777
H11 -3.67601 -3.00123 -3.61561
H12 -5.79944 -3.24677 -4.38184
H13 -5.97215 -1.52927 -4.71518
H14 -5.91433 -1.97492 -2.99585
H15 -3.98171 -2.25438 -6.02652
C7 2.89386 3.54234 -2.76925
C8 3.94627 3.30167 -3.77584
C9 5.37224 3.16952 -3.30342
O3 3.45579 2.07960 -4.44380
H16 2.89227 2.64452 -2.08750
H17 1.87972 3.56485 -3.19075
H18 3.18471 4.42706 -2.18019
H19 3.86237 4.05998 -4.60331
H20 6.03373 2.98239 -4.13792
H21 5.43756 2.36403 -2.57008
H22 5.70958 4.10920 -2.81631
H23 4.06673 1.82911 -5.18722
C10 -1.82891 2.49388 2.14396
C11 -3.37628 2.44937 2.18284
C12 -3.88390 1.86349 0.87307
O4 -3.90283 1.88221 3.32159
H24 -1.47787 1.45772 2.18934
H25 -1.33298 2.99944 2.95831
H26 -1.57998 2.82063 1.17102
H27 -3.74372 3.49771 2.26149
H28 -4.94926 1.75187 0.86267
H29 -3.33880 0.87096 0.89385
H30 -3.56534 2.45779 0.05273
H31 -3.56467 0.98623 3.42775
C13 -4.31820 -2.23873 -0.09696
C14 -4.31512 -2.94090 1.23951
C15 -5.20925 -2.26235 2.22782
O5 -4.75412 -4.24386 1.04511
H32 -3.53893 -2.67069 -0.77351
H33 -4.11348 -1.20042 0.14161
H34 -5.28661 -2.48396 -0.59726
H35 -3.26106 -3.05699 1.58466
H36 -6.22251 -2.34708 1.85333
H37 -4.90330 -1.28158 2.42630
H38 -5.10985 -2.88250 3.16058
H39 -5.24873 -4.61246 1.78370
C16 5.67570 -0.59479 1.57619
C17 5.27740 -0.15783 0.21152
C18 6.21444 -0.79979 -0.85430
O6 3.95562 -0.43301 -0.17271
H40 5.07177 -0.24195 2.38909
H41 6.66600 -0.18649 1.75134
H42 5.86350 -1.67179 1.54717
H43 5.37342 0.93384 0.09776
H44 6.05005 -1.86303 -0.92125
H45 7.25383 -0.58369 -0.65908
H46 5.94933 -0.49743 -1.87394
H47 3.93738 -0.35977 -1.12592
C19 2.57081 -2.79340 3.26438
C20 2.60112 -3.22291 1.85876
C21 1.77217 -4.46167 1.56916
O7 2.10228 -2.16570 0.98397
H48 2.79459 -1.67337 3.27536
H49 3.29714 -3.32390 3.91436
H50 1.57937 -2.98804 3.69439
H51 3.70778 -3.41278 1.64691
H52 2.02121 -5.26239 2.28771
H53 1.98174 -4.87483 0.57330
H54 0.66999 -4.26137 1.60473
H55 2.84755 -1.65669 0.68907
C22 -1.25898 4.05786 -1.87792
C23 -1.88750 3.62708 -3.23139
C24 -1.36039 4.39819 -4.41068
O8 -1.51050 2.22747 -3.42192
H56 -1.50654 3.32907 -1.16303
H57 -1.48471 5.10756 -1.53901
H58 -0.18649 4.08392 -1.96633
H59 -2.97924 3.67691 -3.14287
H60 -1.65990 5.47014 -4.31886
H61 -1.85825 4.01683 -5.36559
H62 -0.28396 4.24107 -4.59845
H63 -1.70878 1.95545 -4.35398
C25 -1.31133 -1.66619 3.07871
C26 -1.97876 -1.88987 4.42104
C27 -1.00741 -2.26860 5.48818
O9 -2.75600 -0.72298 4.69860
H64 -0.86471 -2.54171 2.61665
H65 -0.66966 -0.79392 3.10732
H66 -2.09755 -1.32001 2.40917
H67 -2.65449 -2.77340 4.29647
H68 -0.08867 -1.67721 5.46718
H69 -0.70360 -3.31733 5.30726
H70 -1.42307 -2.13977 6.47705
H71 -2.94319 -0.63896 5.63055
C28 1.60401 1.10903 4.98308
C29 2.58519 1.17684 3.85450
C30 2.83284 2.59187 3.26598
O10 3.77515 0.56289 4.27154
H72 1.57644 0.10517 5.35453
H73 0.58559 1.30767 4.64521
H74 1.80794 1.76263 5.83514
H75 2.21899 0.52138 3.05778
H76 1.90459 3.11410 3.18254
H77 3.26486 2.52833 2.27982
H78 3.49282 3.19390 3.93047
H79 3.94724 0.89579 5.17622
O11 0.69128 0.91083 -4.43812
H80 1.63563 1.10259 -4.63132
H81 0.38071 1.64499 -3.87416
O12 0.80495 -2.96114 -1.94186
H82 1.00141 -3.84825 -2.28143
H83 0.87235 -2.93914 -1.00501
O13 -0.79034 -2.47325 -4.75438
H84 -0.35420 -2.51550 -5.61819
H85 -1.69334 -2.31263 -4.98675

Net charge   +1
Frontier orbital gap (alpha / beta)   9.81 / 7.79 eV
E_LUMO (alpha / beta)   -1.948 / -3.960 eV
Multiplicity   2

4.
This record from the Open Molecules 2025 dataset describes a molecular structure, C3H11NO4 in a non-equilibrium geometry. The level of theory is the ωB97M-V functional and the def2-TZVPD basis.

Cartesian coordinates (Å):
H1 -1.67658 0.61694 -0.12965
O1 -2.16894 1.25508 -0.93148
N1 -0.80583 0.01406 0.66316
H2 -1.71435 2.08971 -1.07403
H3 -0.71824 0.43023 1.57366
C1 0.44509 0.30875 -0.06579
H4 1.35584 0.14782 0.50805
C2 0.51498 -0.63400 -1.26080
O2 1.36031 -1.47591 -1.37836
O3 -0.48765 -0.50575 -2.12007
H5 -1.12166 0.22436 -1.86481
H6 0.37443 1.34027 -0.36574
C3 -1.25750 -1.37848 0.78448
H7 -0.44240 -2.10259 0.77484
H8 -1.89274 -1.48648 1.65752
H9 -1.89029 -1.59352 -0.06766
O4 3.68050 0.60634 1.05264
H10 3.28255 1.23325 0.42806
H11 3.16246 0.90993 1.81597

Frontier orbital gap   10.40 eV
E_LUMO   0.091 eV

5.
This record from the Open Molecules 2025 dataset describes a single C4H4ClNOS molecule in a non-equilibrium geometry. The level of theory is the ωB97M-V functional and the def2-TZVPD basis.

Cartesian coordinates (Å):
C1 0.76964 0.66990 -0.67859
C2 0.37453 -0.68435 -0.53510
C3 0.02492 1.62830 -0.04248
C4 0.60175 -1.36387 0.62351
N1 -1.39225 0.10239 0.67797
O1 -1.14505 1.34358 0.45759
S1 0.89687 -3.03166 0.68597
Cl1 -3.03471 -0.29840 0.24901
H1 1.38363 1.02170 -1.47780
H2 0.24635 -1.32072 -1.44807
H3 0.30466 2.73635 0.01994
H4 0.96966 -0.80324 1.46806

Frontier orbital gap (alpha / beta)   7.00 / 7.42 eV
E_LUMO (alpha / beta)   -1.639 / -1.227 eV